92
Properties=species:S:1:pos:R:3:forces:R:3:mulliken_charge:R:1 method="wB97M-V/def2-TZVPD" total_charge=+2 energy_ha=-6712.4012 lumo_energy_ev=-5.480 homo_lumo_gap_ev=7.392 max_force_ev_per_a=0.8
Hf -0.610 1.153 -0.448 0.10 0.55 0.45 0.041
S -2.202 3.213 -0.522 0.14 -0.16 0.02 -0.444
C -3.087 1.942 -1.287 -0.08 -0.02 0.00 0.465
N -2.620 0.703 -1.203 0.06 -0.01 0.14 0.514
C -3.415 -0.216 -1.887 -0.02 0.00 0.00 -0.714
C -3.199 -1.587 -1.982 0.00 -0.01 0.00 -0.346
C -4.118 -2.340 -2.687 0.00 0.00 0.00 -1.052
C -5.232 -1.746 -3.287 0.00 0.01 0.00 -0.643
C -5.452 -0.385 -3.195 -0.02 0.00 -0.01 -0.529
C -4.528 0.374 -2.487 0.02 0.00 0.01 1.024
S -4.526 2.100 -2.202 0.01 -0.02 0.02 -0.145
H -2.328 -2.038 -1.524 0.00 0.00 0.00 0.628
H -3.974 -3.408 -2.780 0.00 0.00 0.00 0.466
H -5.934 -2.361 -3.833 0.00 0.00 0.00 0.436
H -6.314 0.072 -3.662 0.00 0.00 0.00 0.454
F 5.169 4.084 3.589 0.00 -0.01 0.00 -0.256
C 4.485 3.263 2.824 0.02 -0.01 0.00 0.478
C 5.017 2.033 2.469 0.00 0.01 0.00 0.253
F 6.213 1.682 2.894 0.00 0.00 -0.01 -0.260
C 4.278 1.185 1.659 -0.01 -0.03 0.01 0.160
F 4.820 0.024 1.304 0.00 0.02 0.01 -0.333
C 3.007 1.516 1.209 0.00 -0.06 -0.02 -0.052
P 2.106 0.399 0.099 -0.31 0.11 0.05 0.873
C 3.065 0.394 -1.437 -0.01 -0.01 0.01 1.203
C 3.691 -0.794 -2.045 0.06 -0.03 -0.02 -0.516
C 4.210 -0.753 -3.272 -0.01 0.00 0.01 -1.772
C 4.200 0.473 -4.136 0.00 0.01 0.00 0.215
C 3.354 1.626 -3.538 0.02 0.00 -0.01 -0.643
C 3.027 1.560 -2.094 -0.01 -0.02 0.00 -1.495
C 2.089 -1.240 0.859 0.06 -0.01 -0.03 0.805
C 2.251 -1.420 2.231 -0.02 0.00 -0.02 -0.782
C 2.137 -2.688 2.781 0.01 0.01 0.00 -0.905
C 1.866 -3.780 1.969 0.00 0.00 0.00 -0.796
C 1.692 -3.603 0.603 -0.02 -0.01 0.01 -0.869
C 1.790 -2.337 0.047 -0.06 0.00 0.00 -0.439
C 2.507 2.767 1.561 -0.01 0.00 0.00 -0.025
Br 0.850 3.426 0.900 -0.08 -0.11 -0.06 0.032
C 3.229 3.633 2.358 -0.04 0.03 0.01 0.432
F 2.748 4.824 2.685 0.00 0.00 0.00 -0.305
H 3.782 -1.694 -1.451 0.04 0.05 -0.03 0.807
H 4.722 -1.627 -3.660 0.00 0.00 0.00 0.438
H 5.226 0.719 -4.416 0.00 0.00 0.00 0.678
H 3.727 2.604 -3.835 0.00 0.00 0.00 0.631
H 2.595 2.447 -1.642 0.00 0.00 0.00 0.455
H 2.482 -0.579 2.873 0.01 0.02 0.00 0.405
H 2.282 -2.825 3.845 0.00 0.00 0.00 0.472
H 1.800 -4.771 2.399 0.00 0.00 0.00 0.451
H 1.488 -4.455 -0.033 0.00 0.00 0.00 0.490
H 1.644 -2.205 -1.020 -0.05 -0.01 0.04 0.319
C -3.761 -1.846 2.724 -0.01 -0.02 0.03 -1.139
N -2.599 -1.225 2.077 -0.01 0.03 0.06 0.733
C -1.603 -2.213 1.656 0.02 -0.02 -0.01 -1.093
P -2.087 0.263 2.537 -0.02 0.08 0.02 -0.886
O -0.984 0.691 1.542 0.10 -0.28 -0.72 0.869
N -1.374 0.350 4.001 0.01 0.10 -0.07 0.554
C -0.072 0.959 4.258 -0.01 -0.02 0.01 -0.634
C -2.149 0.060 5.208 0.01 -0.03 -0.01 -1.042
N -3.417 1.195 2.527 -0.01 -0.12 0.15 0.858
C -4.572 0.987 1.655 0.01 0.08 -0.08 -1.335
C -3.474 2.438 3.301 0.01 0.02 -0.03 -1.065
H -3.459 -2.466 3.572 0.00 -0.01 -0.01 0.327
H -4.274 -2.477 1.998 0.00 0.00 -0.01 0.298
H -4.460 -1.090 3.072 0.02 -0.05 0.02 0.470
H -1.087 -2.668 2.506 -0.02 -0.01 0.01 0.383
H -0.853 -1.765 1.007 0.04 0.00 0.00 -0.012
H -2.113 -2.998 1.099 0.00 0.01 -0.01 0.432
H 0.466 1.112 3.326 0.00 0.00 0.00 -0.108
H 0.514 0.300 4.900 0.01 0.00 0.01 0.321
H -0.187 1.921 4.766 0.00 0.00 0.00 0.332
H -3.113 -0.376 4.956 0.00 0.01 0.00 0.287
H -2.324 0.971 5.785 0.00 0.01 -0.01 0.378
H -1.606 -0.649 5.834 0.00 0.00 0.00 0.343
H -4.411 0.136 0.997 -0.01 0.01 -0.02 0.389
H -4.733 1.880 1.050 -0.01 0.00 -0.02 0.363
H -5.471 0.812 2.249 0.00 0.02 0.01 0.395
H -2.540 2.607 3.830 0.00 -0.01 0.03 0.318
H -4.290 2.400 4.025 -0.01 -0.01 -0.01 0.332
H -3.640 3.279 2.626 0.01 0.00 0.00 0.316
I 4.087 -1.641 -7.362 -0.02 0.01 0.02 0.238
C 2.820 -0.855 -5.928 0.01 -0.01 0.01 -0.732
C 3.207 0.461 -5.345 0.00 0.00 0.00 -0.401
C 2.158 1.213 -4.476 0.00 -0.01 0.00 -0.452
C 1.164 0.248 -3.877 0.03 0.01 0.00 -0.640
C 0.987 -0.991 -4.382 -0.02 0.01 0.02 0.537
C 1.751 -1.527 -5.486 0.02 -0.03 -0.03 -0.902
C 0.404 0.599 -2.702 0.07 -0.09 -0.02 1.301
O -0.108 -0.311 -1.929 -0.07 0.03 0.16 -0.322
O 0.244 1.811 -2.293 0.04 -0.04 -0.08 -0.758
H 3.589 1.117 -6.125 0.00 0.00 0.00 0.912
H 1.646 2.050 -4.953 0.00 0.00 0.01 0.606
H 0.239 -1.631 -3.928 0.00 0.00 0.00 0.532
H 1.479 -2.492 -5.891 0.00 0.00 0.00 0.400

***

13
Properties=species:S:1:pos:R:3:forces:R:3:mulliken_charge:R:1 method="wB97M-V/def2-TZVPD" total_charge=-1 energy_ha=-571.9886 lumo_energy_ev=4.193 homo_lumo_gap_ev=6.622 max_force_ev_per_a=3.5
C 1.429 1.941 0.948 0.22 -0.69 -0.47 -0.769
S 0.738 1.954 -0.777 0.11 0.32 0.61 -0.676
H 1.840 0.912 1.096 -0.45 0.69 0.42 0.134
H 0.717 2.237 1.736 0.01 -0.43 -0.30 0.196
H 2.276 2.615 1.071 0.14 0.16 -0.21 0.272
C -0.878 -1.487 0.464 3.08 1.00 -1.31 -0.530
C -0.881 -1.035 -1.830 -0.41 -0.68 1.80 -0.157
N -1.010 -1.954 -0.940 -2.49 0.36 0.42 -0.475
H 0.152 -1.691 0.783 -0.22 -0.60 0.70 0.222
H -0.821 -0.393 0.419 -0.51 0.02 0.38 0.169
H -1.638 -1.823 1.156 -0.13 -0.47 -0.26 0.269
H -0.199 -0.195 -1.580 -0.85 0.40 -0.65 0.119
H -1.724 -1.081 -2.544 1.50 -0.09 -1.13 0.226

***

48
Properties=species:S:1:pos:R:3:forces:R:3:mulliken_charge:R:1 method="wB97M-V/def2-TZVPD" total_charge=+2 energy_ha=-4636.8361 lumo_energy_ev="-10.575 / -10.576" homo_lumo_gap_ev="4.724 / 4.727" max_force_ev_per_a=5.9
Pt -0.134 -0.171 0.223 1.11 0.67 -5.71 1.448
C 0.811 -5.358 -1.580 0.09 -0.40 0.20 -1.422
C 0.335 -4.001 -1.937 -0.16 0.74 -0.20 0.497
C -0.437 -3.746 -3.074 0.24 -0.04 0.46 -0.372
C -0.907 -2.467 -3.333 0.06 0.53 0.20 -0.778
C -0.613 -1.486 -2.409 0.07 -0.21 0.08 0.532
Br -1.206 0.317 -2.546 0.29 -0.13 0.81 -0.060
N 0.112 -1.706 -1.309 -0.76 0.44 1.44 -0.319
C 0.599 -2.920 -1.088 0.15 -0.89 -0.04 -0.190
H 0.772 -6.038 -2.426 0.04 0.00 -0.03 0.400
H 0.181 -5.770 -0.788 -0.03 -0.03 -0.03 0.297
H 1.825 -5.332 -1.188 0.12 -0.02 -0.04 0.396
H -0.684 -4.550 -3.751 0.01 -0.06 -0.08 0.464
H -1.493 -2.244 -4.211 -0.04 0.06 -0.05 0.452
H 1.194 -3.053 -0.192 -0.13 0.05 0.02 0.558
F -1.735 -2.345 0.841 -0.51 -0.30 -0.07 -0.252
C -1.362 -2.793 2.072 0.36 0.39 -0.26 0.771
F -0.717 -3.929 1.879 0.11 -0.15 0.26 -0.218
F -2.441 -2.984 2.788 0.12 0.11 0.22 -0.195
S -0.207 -1.448 2.696 -1.47 -0.55 0.37 0.917
O -0.968 -0.235 2.358 -0.54 -0.06 1.09 -0.719
O 0.125 -1.663 4.043 0.27 -0.26 0.73 -0.555
O 0.885 -1.575 1.704 0.44 0.58 -0.78 -0.766
C 1.976 4.182 1.429 -1.10 -0.95 -0.72 -1.234
Si 1.492 2.410 0.861 3.71 0.99 0.77 0.024
C 2.385 1.256 2.124 -1.19 -0.02 -0.90 -0.844
C 1.994 2.002 -0.937 -0.56 -0.10 0.38 -0.925
N -0.191 1.929 0.777 -2.59 -1.09 1.77 -0.114
C -1.362 2.444 1.088 1.66 -0.53 -0.47 1.354
C -2.565 1.769 0.710 -1.25 -0.70 -0.02 0.101
C -3.792 2.317 0.960 0.13 -0.73 -0.49 -1.090
C -3.896 3.535 1.641 0.38 -0.18 -0.05 -0.238
C -2.736 4.188 2.072 0.76 0.46 0.37 -0.913
C -1.497 3.675 1.800 -0.36 1.24 0.23 -0.303
H 3.044 4.298 1.276 0.18 -0.09 -0.10 0.395
H 1.773 4.352 2.481 -0.05 -0.04 0.18 0.382
H 1.462 4.930 0.834 0.03 0.35 -0.04 0.399
H 3.458 1.398 2.051 0.16 0.21 -0.19 0.429
H 2.146 0.221 1.883 0.29 0.00 0.20 0.219
H 2.072 1.458 3.143 -0.11 0.09 0.15 0.341
H 3.053 2.182 -1.099 0.18 0.05 0.19 0.380
H 1.444 2.594 -1.666 -0.07 0.11 -0.03 0.350
H 1.797 0.943 -1.162 0.14 0.16 0.04 0.314
H -2.471 0.810 0.210 -0.19 0.14 0.00 0.334
H -4.688 1.813 0.630 -0.02 -0.07 0.02 0.464
H -4.868 3.959 1.844 -0.11 0.08 0.03 0.464
H -2.819 5.115 2.623 0.00 -0.01 0.03 0.456
H -0.604 4.178 2.130 0.13 0.15 0.06 0.369